1.
A cluster of 3 separate species, C2H9NS in total. Source: OMol25; level of theory: ωB97M-V/def2-TZVPD.

CARTESIAN COORDINATES (ANGSTROEM)
N1 -2.67 0.43 0.13
H1 -3.33 -0.30 0.35
H2 2.00 0.26 0.19
H3 -0.61 -1.44 0.00
S1 0.45 -0.48 2.02
H4 -1.98 0.43 0.88
C1 0.94 0.09 0.35
H5 -3.11 1.31 -0.05
H6 3.59 1.00 -2.21
C2 0.38 -1.26 0.39
H7 0.42 0.89 -0.17
H8 2.89 1.19 -2.15
H9 1.02 -2.12 0.26

Results
2S+1 = 1
HOMO-LUMO gap = 9.92 eV
Molecular weight = 79.2 g/mol
SMILES string = [H][H].C1CS1.N

2.
A cluster of 2 separate species, C2H9NS in total. Source: OMol25; level of theory: ωB97M-V/def2-TZVPD.

CARTESIAN COORDINATES (ANGSTROEM)
C1 0.18 -1.08 -1.82
C2 1.47 -0.74 0.60
H1 0.18 -0.18 -2.43
H2 -0.45 -1.84 -2.25
H3 2.13 0.08 0.31
H4 1.20 -1.45 -1.82
H5 -1.78 1.31 1.84
H6 1.96 -1.57 0.07
H7 1.69 -0.97 1.64
N1 -2.25 1.98 1.26
H8 -2.70 2.66 1.87
H9 -1.43 2.43 0.83
S1 -0.22 -0.63 -0.11

Results
2S+1 = 1
HOMO-LUMO gap = 9.60 eV
Molecular weight = 79.2 g/mol
SMILES string = CSC.N

Computed relative energies in units of kcal/mol: 1 23.8; 2 0.0

1.
The molecule C8H13NO. Source: OMol25; level of theory: ωB97M-V/def2-TZVPD.

CARTESIAN COORDINATES (ANGSTROEM)
H1 1.72 -1.51 -1.14
H2 1.08 3.06 0.52
H3 1.04 -2.03 0.41
C1 0.99 0.92 0.65
H4 1.54 2.22 -0.97
C2 -1.08 -0.41 0.38
H5 -2.68 -1.66 1.01
H6 0.41 -2.71 -1.10
H7 -0.01 -0.59 -2.74
H8 -3.07 0.07 1.07
H9 -3.05 -0.78 -0.47
C3 2.16 0.51 1.17
C4 0.85 2.19 -0.12
H10 3.05 1.12 1.11
C5 -0.27 -0.73 -0.72
H11 -1.36 0.29 -2.09
H12 2.23 -0.37 1.81
C6 -2.55 -0.70 0.49
N1 -0.69 -0.46 -2.00
C7 -0.37 0.34 1.36
O1 -0.61 0.64 2.51
C8 0.80 -1.80 -0.63
H13 -0.14 2.38 -0.53

Results
2S+1 = 1
HOMO-LUMO gap (spin up / spin down) = 7.32 / 7.32 eV
Molecular weight = 139.2 g/mol
SMILES string = C=C(C)C(=O)/C(C)=C(\C)N

2.
A cluster of 2 separate species, C8H13NO in total. Source: OMol25; level of theory: ωB97M-V/def2-TZVPD.

CARTESIAN COORDINATES (ANGSTROEM)
N1 2.34 -0.65 0.65
O1 4.71 -0.03 -1.55
C1 -0.96 -2.00 0.72
H1 -0.96 -1.72 -1.40
C2 -1.99 1.06 -0.29
C3 0.12 0.00 -0.59
H2 -0.19 2.15 -0.78
H3 4.44 -0.43 -0.70
H4 -0.96 -1.42 1.65
H5 3.90 -0.02 -2.08
H6 -0.06 -2.64 0.71
H7 0.38 0.12 -1.65
H8 -0.47 0.97 2.04
H9 0.87 1.99 1.45
C4 -0.20 1.76 1.33
C5 1.37 -0.36 0.09
C6 -0.52 1.35 -0.11
C7 -1.00 -1.09 -0.50
H10 -3.24 -0.66 -0.62
H11 -0.77 2.67 1.59
C8 -2.25 -0.23 -0.51
H12 -1.84 -2.66 0.73
H13 -2.74 1.84 -0.20

Results
2S+1 = 1
HOMO-LUMO gap = 10.53 eV
Molecular weight = 139.2 g/mol
SMILES string = C[C@@H]1C=C[C@H](C)[C@@H]1C#N.O

Computed relative energies in units of kcal/mol: 1 51.8; 2 0.0

1.
A structure of composition C8H13NO. Source: OMol25; level of theory: ωB97M-V/def2-TZVPD.

CARTESIAN COORDINATES (ANGSTROEM)
H1 -1.65 1.57 0.03
H2 -0.14 -0.52 -1.87
C1 -0.58 1.67 -0.19
C2 -0.34 -0.77 -0.82
H3 -3.63 -1.23 -0.85
H4 -0.80 -0.08 2.12
C3 2.40 -0.30 0.96
H5 -2.38 -0.02 -2.49
C4 0.18 0.36 0.09
C5 0.13 -0.06 1.55
C6 1.33 -0.43 2.01
H6 -0.17 2.48 0.42
H7 0.22 -1.70 -0.60
H8 3.32 0.18 1.33
C7 -1.78 -1.13 -0.72
H9 2.01 0.25 -1.15
H10 1.97 1.59 0.00
H11 2.70 -1.30 0.59
C8 1.71 0.53 -0.14
H12 -0.47 1.95 -1.25
H13 1.52 -0.81 3.01
N1 -2.70 -1.46 0.03
O1 -2.84 -0.76 -2.07

Results
2S+1 = 1
HOMO-LUMO gap = 10.09 eV
Molecular weight = 139.2 g/mol

2.
The molecule C8H13NO. Source: OMol25; level of theory: ωB97M-V/def2-TZVPD.

CARTESIAN COORDINATES (ANGSTROEM)
C1 0.25 -0.21 -0.76
C2 -0.41 1.72 1.04
C3 -2.26 -0.08 -0.24
H1 1.34 -2.11 -0.45
C4 1.14 -0.19 1.71
C5 1.28 -1.30 -1.10
C6 -0.96 -0.73 0.19
H2 -1.02 -2.14 1.54
H3 0.99 -1.85 -2.12
O1 -0.96 -2.02 0.59
H4 -0.71 2.24 0.18
H5 1.06 -1.19 2.00
H6 -0.67 1.70 -1.62
H7 0.49 2.21 1.34
H8 0.67 1.04 -2.51
C7 0.12 0.32 0.63
H9 -0.86 0.12 -2.58
H10 2.09 -0.77 -1.29
H11 0.80 0.34 2.57
H12 -1.07 1.71 1.91
C8 -0.21 0.67 -1.92
N1 -3.23 0.46 -0.54
H13 2.13 0.06 1.44

Results
2S+1 = 1
HOMO-LUMO gap = 9.89 eV
Molecular weight = 139.2 g/mol
SMILES string = CC1(C)C(C)(C)C1(O)C#N

3.
The molecule C8H13NO. Source: OMol25; level of theory: ωB97M-V/def2-TZVPD.

CARTESIAN COORDINATES (ANGSTROEM)
N1 0.62 -2.34 0.36
C1 0.16 -1.43 -0.61
C2 1.18 0.60 -0.14
H1 0.33 3.14 -0.02
H2 2.82 -0.49 0.69
C3 -1.76 -0.20 -1.62
H3 -1.16 0.49 -2.22
C4 -0.21 1.17 0.46
H4 -1.37 2.92 0.72
H5 -2.69 0.30 -1.34
H6 2.67 1.18 1.29
H7 -2.00 -1.06 -2.25
H8 -0.08 -2.76 0.95
C5 -0.44 2.48 0.37
H9 1.59 -0.10 1.91
C6 2.12 0.28 1.03
C7 -0.97 -0.64 -0.42
H10 0.36 -1.74 -1.64
H11 -0.77 -0.49 1.73
H12 1.30 -3.01 0.02
C8 -1.16 0.09 0.88
H13 -2.18 0.44 1.02
O1 1.64 1.18 -1.14

Results
2S+1 = 1
HOMO-LUMO gap = 8.25 eV
Molecular weight = 139.2 g/mol
SMILES string = C=C(C/C(C)=C\N)C(C)=O

Computed relative energies in units of kcal/mol: 1 19.5; 2 0.0; 3 12.3

1.
The molecule C15H16N2O2. Source: OMol25; level of theory: ωB97M-V/def2-TZVPD.

CARTESIAN COORDINATES (ANGSTROEM)
H1 2.00 0.39 -2.64
H2 3.11 -0.08 -3.79
O1 -0.16 -1.07 -3.62
C1 1.47 1.74 2.77
C2 0.37 2.08 1.84
H3 1.22 -1.52 -1.28
C3 -2.04 -0.77 -2.53
C4 0.19 -1.06 -1.36
H4 1.73 0.61 4.61
H5 2.54 3.26 2.14
C5 -0.64 1.15 1.60
C6 0.01 -0.08 3.52
C7 2.11 0.02 -3.57
H6 1.69 -1.94 -3.40
H7 -3.72 -1.30 1.19
H8 -1.36 1.56 0.71
C8 -2.08 -0.35 2.38
H9 0.08 -1.51 0.74
C9 -1.73 -1.07 -0.11
H10 1.80 0.94 -4.31
O2 -2.92 -0.87 3.42
H11 0.69 2.63 0.98
H12 3.25 2.05 3.56
C10 1.34 -1.17 -3.80
C11 -0.98 0.37 2.45
C12 -2.70 -0.69 -1.29
H13 -0.15 -0.66 4.26
H14 1.33 -1.48 -4.99
C13 -0.58 -1.01 -2.47
N1 -2.75 -0.89 1.04
H15 -2.47 -0.65 -3.35
N2 2.41 2.49 2.99
H16 -3.86 -0.71 -1.24
C14 1.25 0.81 3.73
C15 -0.46 -1.25 -0.16

Results
2S+1 = 1
HOMO-LUMO gap = 7.52 eV
Molecular weight = 256.3 g/mol
SMILES string = CCOc1ccc(NC(=O)c2ccc(N)cc2)cc1

2.
The molecule C15H16N2O2. Source: OMol25; level of theory: ωB97M-V/def2-TZVPD.

CARTESIAN COORDINATES (ANGSTROEM)
H1 0.51 0.06 3.56
H2 2.60 -3.54 0.84
C1 -4.84 0.64 -1.76
H3 1.95 1.29 -2.31
H4 1.47 -1.90 4.64
H5 2.52 -3.72 3.36
C2 0.36 0.66 0.79
C3 0.97 -0.69 2.90
H6 -2.40 1.66 -1.29
H7 -0.54 2.05 -2.25
N1 0.07 2.48 2.71
H8 -0.62 0.35 0.40
H9 1.41 -0.31 -1.80
C4 -0.19 1.02 -2.42
H10 1.64 -1.63 -0.31
C5 1.59 -1.62 0.79
H11 0.02 0.95 -3.51
C6 2.70 1.43 0.22
N2 3.83 1.51 0.47
H12 0.94 2.40 -0.35
C7 1.27 1.35 -0.28
C8 -1.27 -0.09 -2.13
H13 -5.42 -0.25 -1.43
C9 2.12 -2.85 2.83
C10 1.18 0.76 -1.71
C11 1.52 -1.81 3.55
C12 0.04 1.74 1.83
O1 -3.63 0.40 -2.37
O2 -5.28 1.73 -1.56
C13 0.99 -0.55 1.50
H14 -0.87 -0.80 -1.37
H15 -1.54 -0.68 -3.02
H16 -2.73 0.12 -0.46
C14 2.14 -2.73 1.43
C15 -2.53 0.57 -1.46

Results
2S+1 = 1
HOMO-LUMO gap = 10.35 eV
Molecular weight = 256.3 g/mol
SMILES string = N#C[C@H](c1ccccc1)[C@@H](C#N)CCCCOC=O

Computed relative energies in units of kcal/mol: 1 239.5; 2 0.0

1.
A structure of composition C4H5N. Source: OMol25; level of theory: ωB97M-V/def2-TZVPD.

CARTESIAN COORDINATES (ANGSTROEM)
C1 -0.98 0.50 -0.21
H1 -1.81 1.19 -0.33
H2 0.56 1.94 -0.22
H3 -1.86 -1.49 0.00
H4 1.02 -0.70 1.10
C2 -0.97 -0.86 -0.03
C3 1.14 -0.14 0.01
C4 0.39 -1.37 0.03
N1 0.30 0.97 -0.19
H5 2.21 -0.03 -0.16

Results
2S+1 = 1
HOMO-LUMO gap = 9.06 eV
Molecular weight = 67.1 g/mol

2.
The molecule C4H5N. Source: OMol25; level of theory: ωB97M-V/def2-TZVPD.

CARTESIAN COORDINATES (ANGSTROEM)
H1 0.39 2.57 1.44
C1 0.05 -0.97 -0.76
C2 0.17 2.05 0.49
H2 -1.46 0.52 1.13
H3 0.82 -2.36 -0.06
H4 -0.29 -2.92 -1.49
C3 0.10 -2.24 -0.86
H5 1.12 2.07 0.11
N1 -0.19 0.23 -0.48
C4 -0.70 1.06 0.49

Results
2S+1 = 1
HOMO-LUMO gap = 9.22 eV
Molecular weight = 67.1 g/mol
SMILES string = C=C=NC=C

Computed relative energies in units of kcal/mol: 1 0.0; 2 31.7

1.
The molecule C4H5N. Source: OMol25; level of theory: ωB97M-V/def2-TZVPD.

CARTESIAN COORDINATES (ANGSTROEM)
H1 -0.52 0.27 -1.69
C1 -0.41 -0.42 0.26
H2 -0.75 -1.33 0.76
C2 1.03 -0.39 0.15
H3 -0.58 1.65 0.10
H4 3.30 -0.31 0.09
N1 -1.09 -0.25 -1.04
H5 -2.01 0.21 -0.84
C3 -1.22 0.81 0.42
C4 2.23 -0.36 0.12

Results
2S+1 = 1
HOMO-LUMO gap = 9.71 eV
Molecular weight = 67.1 g/mol

2.
The molecule C4H5N. Source: OMol25; level of theory: ωB97M-V/def2-TZVPD.

CARTESIAN COORDINATES (ANGSTROEM)
H1 -0.66 -0.91 -1.35
C1 -0.84 -0.59 -0.33
C2 -0.58 0.84 0.03
H2 -1.64 -1.11 0.19
H3 -0.20 1.49 -0.75
H4 -1.20 1.33 0.77
C3 0.37 -0.23 0.51
N1 2.73 -0.10 -0.56
H5 0.35 -0.50 1.57
C4 1.68 -0.21 -0.08

Results
2S+1 = 1
HOMO-LUMO gap = 11.76 eV
Molecular weight = 67.1 g/mol
SMILES string = N#CC1CC1

Computed relative energies in units of kcal/mol: 1 110.2; 2 0.0